Molecular formula: C9H6N2O3
Method: DFT, ωB97M-V/def2-TZVPD

```
20
Properties=species:S:1:pos:R:3:forces:R:3
N 1.7950 -1.9062 1.7879 1.3333 2.7611 -1.0017
C 2.2203 -0.8968 1.3546 -1.5439 -2.5541 1.2857
C 2.7016 0.2615 0.6947 0.1997 0.2979 -0.6294
N 1.8974 1.2116 0.2656 -0.5822 0.1772 -1.0058
O 2.1437 2.0976 -0.5734 0.0081 -0.9680 1.3772
O 0.5358 1.1082 0.7110 2.3162 0.6876 2.3503
C -0.3028 0.9169 -0.4140 1.5723 1.1040 -1.0640
C -1.6298 1.3312 -0.0143 -1.7874 0.7051 0.7071
C -2.5383 0.4282 0.3333 -2.7772 1.7554 -0.3772
C -2.4075 -0.9610 0.0599 1.5187 0.6229 0.1261
C -1.3035 -1.3914 -0.5467 1.4890 1.5474 1.0313
C -0.1270 -0.4843 -0.7944 -3.1620 -0.8423 -0.8656
C 0.9125 -1.0915 -1.2860 2.2676 -2.1178 -1.8065
O 1.7595 -1.7874 -1.7308 -1.6785 1.7602 1.0780
H 3.7082 0.2578 0.2714 -0.3560 0.2746 0.3622
H 0.1272 1.6292 -1.0894 -0.1581 0.2344 -1.1031
H -1.9651 2.3807 0.0633 1.0038 -0.5105 -0.0923
H -3.5617 0.8299 0.6602 1.5962 -0.7555 -0.3114
H -2.9934 -1.5824 0.6474 -1.3076 -1.5581 0.2857
H -0.9723 -2.3520 -0.4005 0.0480 -2.6215 -0.3466
```
Positions in Å, forces in eV/Å.

## Properties
* LUMO level: -0.7 eV
* max |F|: 3.59 eV/Å
* highest occupied orbital energy: -8.597 eV
* Kohn-Sham gap: 7.86 eV
* M: 190.16 Da
* ΔE to the lowest compared entry with this formula, charge and spin: 5.335 eV
* calculated total energy: -681.5467 Ha

Need the natural (NBO) charges? In units of e they are: N -0.27; C 0.23; C -0.17; N 0.39; O -0.42; O -0.35; C 0.02; C -0.22; C -0.16; C -0.27; C -0.10; C -0.41; C 0.78; O -0.43; H 0.26; H 0.23; H 0.23; H 0.21; H 0.22; H 0.21